77
Properties=species:S:1:pos:R:3:forces:R:3 method="wB97M-V/def2-TZVPD" largest_force_ha_per_bohr=0.043 total_charge=+1 relative_energy_ev=1.036 multiplicity=3 homo_energy_ev="-11.287 / -10.621"
Ni -0.379 0.117 0.012 -0.659 2.039 0.447
C 0.637 -2.004 -1.634 1.166 -0.162 0.483
Si 2.042 -1.393 -0.436 0.300 -0.600 -0.291
C 1.828 -2.444 1.151 0.026 0.712 -0.371
C 3.719 -1.875 -1.196 -0.620 0.380 0.228
C 1.748 0.515 -0.321 0.553 -0.012 0.071
Si 2.170 1.489 -1.928 0.318 0.182 -0.337
C 4.080 1.619 -1.913 -0.806 -0.186 -0.030
C 1.547 0.592 -3.495 0.281 0.210 0.659
C 1.537 3.278 -2.141 0.069 -0.775 0.359
Si 2.305 1.246 1.354 0.160 0.015 0.212
C 3.914 0.417 1.964 -0.693 0.124 -0.283
C 2.620 3.121 1.571 -0.271 -0.676 -0.319
C 0.813 0.840 2.505 0.710 0.105 -0.113
C 0.884 0.872 3.892 -0.104 -0.006 -0.088
C -0.242 0.605 4.655 -0.073 0.016 -0.209
C -1.441 0.361 4.001 0.159 0.095 -0.073
C -1.459 0.374 2.617 -0.330 -0.036 0.351
N -0.354 0.578 1.898 -0.199 -0.339 0.039
H 0.487 -3.079 -1.511 -0.121 -0.017 0.002
H 0.799 -1.804 -2.687 0.042 0.179 -0.034
H -1.329 -1.283 -1.855 0.098 0.302 0.342
H 1.751 -3.496 0.888 -0.026 -0.111 -0.236
H 0.928 -2.186 1.701 -0.130 0.052 0.073
H 2.670 -2.357 1.828 0.190 0.044 0.081
H 3.812 -2.955 -1.241 -0.100 -0.281 0.081
H 4.529 -1.501 -0.581 0.228 0.097 0.164
H 3.854 -1.494 -2.200 -0.012 0.143 -0.231
H 4.569 0.656 -1.880 0.106 -0.270 -0.008
H 4.431 2.190 -1.062 0.033 0.211 0.235
H 4.410 2.129 -2.811 0.065 0.163 -0.237
H 2.067 -0.338 -3.692 0.130 -0.214 -0.030
H 1.691 1.228 -4.363 0.080 0.201 -0.095
H 0.482 0.386 -3.430 -0.237 -0.008 0.026
H 1.847 3.941 -1.343 0.103 0.165 0.194
H 0.457 3.319 -2.215 -0.149 -0.009 -0.088
H 1.942 3.679 -3.064 0.213 -0.063 -0.246
H 4.725 0.643 1.279 0.157 0.135 -0.203
H 3.846 -0.660 2.041 -0.043 -0.209 0.011
H 4.204 0.798 2.938 -0.031 0.155 0.201
H 3.072 3.560 0.689 0.127 0.118 -0.235
H 3.313 3.275 2.392 0.162 -0.120 0.175
H 1.724 3.682 1.810 -0.185 0.041 0.016
H 1.827 1.098 4.362 0.157 0.014 0.121
H -0.191 0.598 5.732 0.014 0.001 0.107
H -2.348 0.163 4.548 -0.111 0.016 0.026
H -2.389 0.234 2.077 0.067 -0.075 -0.047
C -2.837 -5.806 -0.324 0.023 -0.059 0.004
C -3.165 -4.347 -0.373 0.015 0.039 0.040
C -3.473 -3.650 0.791 0.010 -0.014 -0.131
C -3.750 -2.297 0.745 -0.112 0.121 0.116
C -3.725 -1.642 -0.469 -0.080 0.576 0.024
C -3.448 -2.315 -1.645 -0.105 -0.050 -0.096
C -3.162 -3.668 -1.591 0.029 0.139 0.049
S -3.963 0.115 -0.497 0.456 -0.098 -0.240
O -4.739 0.502 -1.640 -0.025 -0.286 0.009
O -4.363 0.567 0.807 -0.155 -0.290 0.270
N -2.394 0.660 -0.775 -0.160 -1.462 -0.061
C -2.223 1.966 -0.549 0.122 1.428 0.097
C -3.247 2.936 -0.568 0.162 -0.006 -0.019
C -2.929 4.238 -0.271 0.170 -0.144 0.012
C -1.612 4.556 0.054 0.059 -0.080 -0.079
C -0.660 3.550 0.034 -0.025 0.463 0.112
N -0.937 2.295 -0.280 -0.401 -0.670 -0.151
H -3.145 -6.240 0.624 0.007 -0.077 0.019
H -1.762 -5.956 -0.433 0.031 -0.052 0.000
H -3.331 -6.341 -1.132 -0.005 -0.068 -0.019
H -3.489 -4.170 1.737 -0.033 -0.051 0.072
H -3.994 -1.736 1.633 -0.014 0.004 0.168
H -3.487 -1.778 -2.581 -0.017 0.014 -0.212
H -2.933 -4.209 -2.498 -0.046 -0.050 -0.112
H -4.239 2.624 -0.849 -0.100 0.214 0.023
H -3.696 4.998 -0.280 -0.041 0.075 -0.016
H -1.329 5.567 0.295 0.078 0.079 0.101
H 0.366 3.757 0.286 0.061 0.076 -0.010
O -0.928 -1.603 0.030 0.049 -0.786 0.684
N -0.546 -1.309 -1.183 -0.767 -0.724 -1.559